# 1
The following is a quantum chemistry calculation of a cluster of 2 separate species, C3H8N2OS in total in a non-equilibrium geometry, from the OMol25 dataset.

Last columns: bonded neighbours and bond lengths (Å).
Geometry (Å):
1 C -0.61 1.05 0.80  C2 1.540, N4 1.448, H8 1.097, H9 1.018
2 C 0.64 1.46 -0.01  C1 1.540, S7 1.776, H10 1.174, H11 1.044
3 C 0.52 -0.95 0.32  N4 1.295, N5 1.343, S7 1.870
4 N -0.56 -0.39 0.75  C1 1.448, C3 1.295, H13 1.031
5 N 0.87 -2.25 0.33  C3 1.343, H14 1.046, H15 1.058
6 O 2.96 0.48 -0.50  S7 1.484
7 S 1.89 0.31 0.52  C2 1.776, C3 1.870, O6 1.484
8 H -0.42 1.45 1.81  C1 1.097
9 H -1.45 1.40 0.35  C1 1.018
10 H 0.52 1.27 -1.16  C2 1.174
11 H 0.88 2.45 0.25  C2 1.044
12 H -0.19 -0.64 -1.97  no bonds
13 H -1.51 -0.71 0.99  N4 1.031
14 H 0.09 -2.92 0.13  N5 1.046
15 H 1.79 -2.64 -0.01  N5 1.058

Computed properties:
HOMO (alpha / beta) = -6.1 / -6.1 eV
Total energy = -19098.0460 eV
Total charge = 0
Maximum force = 4.066 eV/A
LUMO level (alpha / beta) = 0.34 / 0.34 eV

Atom charges from the Mulliken analysis, given in e for atoms 1 to 5:
1. C -0.54
2. C -0.65
3. C -0.84
4. N 0.29
5. N -0.16


# 2
The following is a quantum chemistry calculation of an isolated molecule of C3H8N2OS in a non-equilibrium geometry, from the OMol25 dataset.

Last columns: bonded neighbours and bond lengths (Å).
Geometry (Å):
1 N 0.29 -1.47 -1.30  C2 1.406, H8 0.983, H9 0.993
2 C 1.48 -0.99 -0.73  N1 1.406, O3 1.213, N4 1.450
3 O 2.58 -1.32 -1.12  C2 1.213
4 N 1.34 -0.11 0.41  C2 1.450, C5 1.438, H10 0.998
5 C 0.13 0.17 1.13  N4 1.438, C6 1.597, H11 1.124, H12 1.071
6 C -0.81 1.29 0.49  C5 1.597, S7 1.793, H13 1.127, H14 1.186
7 S -2.58 1.06 0.36  C6 1.793, H15 1.397
8 H 0.38 -2.12 -2.03  N1 0.983
9 H -0.55 -1.02 -1.01  N1 0.993
10 H 1.98 0.66 0.47  N4 0.998
11 H -0.48 -0.74 1.39  C5 1.124
12 H 0.37 0.67 2.04  C5 1.071
13 H -0.77 2.23 1.12  C6 1.127
14 H -0.38 1.52 -0.59  C6 1.186
15 H -2.98 0.15 -0.63  S7 1.397

Computed properties:
HOMO = -9.2 eV
Total energy = -19103.4482 eV
SMILES string = NC(=O)NCCS
Total charge = 0
Maximum force = 3.311 eV/A
LUMO level = 0.60 eV

Atom charges from the Mulliken analysis, given in e for atoms 1 to 5:
1. N -0.28
2. C 0.41
3. O -0.60
4. N -0.20
5. C -0.72


# 3
The following is a quantum chemistry calculation of an isolated molecule of C3H8N2S in a non-equilibrium geometry, from the OMol25 dataset.

Last columns: bonded neighbours and bond lengths (Å).
Geometry (Å):
1 C 1.68 0.61 0.78  N2 1.462, H7 1.139, H8 1.079, H9 1.088
2 N 1.22 -0.57 0.05  C1 1.462, C3 1.433, N4 1.384
3 C 0.72 -1.57 0.95  N2 1.433, H10 1.091, H11 1.076, H12 1.119
4 N 0.40 -0.36 -1.05  N2 1.384, C5 1.359, H13 1.024
5 C -0.82 0.22 -1.15  N4 1.359, S6 1.663, H14 1.085
6 S -1.72 0.91 0.07  C5 1.663
7 H 0.79 1.16 1.23  C1 1.139
8 H 2.36 0.29 1.55  C1 1.079
9 H 2.21 1.28 0.12  C1 1.088
10 H 0.68 -2.54 0.44  C3 1.091
11 H 1.35 -1.66 1.81  C3 1.076
12 H -0.31 -1.36 1.33  C3 1.119
13 H 0.81 -0.80 -1.88  N4 1.024
14 H -1.17 0.18 -2.17  C5 1.085

Computed properties:
HOMO = -8.3 eV
Total energy = -17054.6645 eV
SMILES string = CN(C)NC=S
Total charge = 0
Maximum force = 1.915 eV/A
LUMO level = 0.81 eV

Atom charges from the Mulliken analysis, given in e for atoms 1 to 5:
1. C -0.79
2. N -0.20
3. C -0.83
4. N -0.09
5. C -0.14


# 4
The following is a quantum chemistry calculation of a cluster of 2 separate species, C3H8N2S in total in a non-equilibrium geometry, from the OMol25 dataset.

Last columns: bonded neighbours and bond lengths (Å).
Geometry (Å):
1 C -0.50 -0.20 1.91  C2 1.585, N4 1.397, H7 1.090, H8 1.120
2 C -1.67 0.75 1.41  C1 1.585, N5 1.476, H9 1.119, H10 1.120
3 C 2.57 -0.67 -3.01  H11 1.132, H12 1.148, H13 1.087
4 N -0.10 -1.05 0.88  C1 1.397, S6 1.558
5 N -1.12 0.97 0.06  C2 1.476, S6 1.723, H14 1.018
6 S -0.26 -0.40 -0.52  N4 1.558, N5 1.723
7 H 0.28 0.53 2.13  C1 1.090
8 H -0.79 -0.68 2.88  C1 1.120
9 H -2.67 0.25 1.37  C2 1.119
10 H -1.72 1.63 2.10  C2 1.120
11 H 1.90 -0.40 -2.13  C3 1.132
12 H 3.68 -0.39 -3.11  C3 1.148
13 H 2.24 -1.64 -3.36  C3 1.087
14 H -1.83 1.29 -0.60  N5 1.018

Computed properties:
HOMO (alpha / beta) = -9.0 / -7.3 eV
Total energy = -17051.5107 eV
Total charge = 0
Maximum force = 3.022 eV/A
LUMO level (alpha / beta) = 0.04 / 0.03 eV

Atom charges from the Mulliken analysis, given in e for atoms 1 to 5:
1. C -0.42
2. C -0.36
3. C -0.55
4. N -0.34
5. N -0.43


ΔE to the lowest compared entry with this formula, charge and spin (computed, kcal/mol): 148.9 24.3 47.6 120.4